# H22O11

A 11-piece molecular cluster, H22O11 overall (the ωB97M-V functional and the def2-TZVPD basis, OMol25).

E_tot: -840.8367 hartree
frontier orbital gap: 9.99 eV
HOMO level: -10.319 eV
SMILES: O.O.O.O.O.O.O.O.O.O.O
net charge: 0

```
33
Properties=species:S:1:pos:R:3:forces:R:3:lowdin_charge:R:1
O -0.50459 1.63757 -2.63305 -0.2 -0.1 0.2 -0.0558
H -1.30373 1.11509 -2.45510 0.0 0.0 -0.2 0.0199
H -0.06872 1.15920 -3.34414 0.0 0.1 0.0 0.0422
O -2.29712 -0.72301 -2.61204 0.4 -0.1 0.2 -0.0677
H -1.64797 -1.30989 -2.16676 -0.6 0.2 -0.3 -0.0022
H -2.78330 -1.30525 -3.20274 0.0 0.1 0.0 0.0453
O 0.35976 -0.37148 1.46932 0.0 -0.5 -0.1 -0.0499
H -0.27714 -0.09181 0.79657 -0.1 0.2 0.3 0.0573
H 0.24686 -1.32878 1.53881 -0.1 0.1 0.0 0.0659
O 2.42144 -2.69118 -1.97586 0.2 0.1 -0.2 -0.0422
H 3.00115 -1.95412 -1.74547 -0.1 -0.1 0.0 0.0548
H 2.87762 -3.14396 -2.69523 0.0 0.0 0.1 0.0549
O -0.99625 -3.90757 0.62783 0.0 0.1 -0.2 -0.0605
H -1.89003 -4.25800 0.55402 0.0 0.1 0.1 0.0411
H -0.90541 -3.28715 -0.11292 -0.1 0.0 0.4 -0.0174
O 0.61095 2.98487 2.08362 -0.6 0.1 -0.3 -0.0668
H 0.20781 3.39523 1.28948 0.7 0.1 0.2 0.0101
H 1.36642 2.48354 1.75050 0.1 0.3 -0.1 0.0015
O -0.22107 3.71052 -0.51405 -0.1 -0.1 -0.3 -0.0520
H -0.31838 2.90775 -1.05372 0.1 0.1 0.0 0.0167
H -0.27565 4.42805 -1.15161 0.0 0.0 0.1 0.0544
O -0.37027 -2.42830 -1.68649 0.1 -0.1 -0.2 -0.0667
H 0.34997 -1.91659 -2.08505 0.2 -0.3 0.3 0.0562
H -0.09013 -3.34838 -1.79366 0.1 0.2 -0.1 0.0713
O 2.62986 1.15751 1.22523 -0.3 -0.4 0.4 -0.0737
H 3.38695 0.60592 1.01144 0.0 0.1 0.1 0.0406
H 1.99667 0.56574 1.69322 0.4 0.3 -0.7 0.0214
O -1.80291 1.69000 1.40134 0.4 0.1 -0.2 -0.0772
H -2.45870 2.22848 1.85168 0.0 0.0 0.0 0.0423
H -0.94208 2.13072 1.58971 -0.6 -0.4 0.3 -0.0117
O -0.32847 0.21263 4.30580 0.2 -0.1 -0.1 -0.0673
H 0.01899 -0.61940 4.64329 0.0 0.1 0.0 0.0257
H 0.00747 0.27200 3.39604 -0.3 0.0 0.2 -0.0105
```
Positions in Å, forces in eV/Å.


# H22O11

H22O11 as an isolated structure at a distorted geometry (the ωB97M-V functional and the def2-TZVPD basis, OMol25).

E_tot: -840.5890 hartree
frontier orbital gap: 6.65 eV
HOMO level: -7.077 eV
net charge: 0

```
33
Properties=species:S:1:pos:R:3:forces:R:3:lowdin_charge:R:1
H 0.18279 -0.44503 0.40836 0.1 0.2 -0.1 0.0554
H -1.24568 -0.05006 0.74525 -0.1 0.3 -0.7 0.0492
H 2.17680 3.85757 1.89207 0.0 0.0 -0.1 0.0332
H 2.42812 3.00073 0.66215 -0.2 0.0 -0.2 0.0075
H 2.83778 1.80011 -1.96147 -0.8 1.4 -0.6 0.0536
H 4.04105 2.22502 -1.13586 0.1 0.3 -0.1 0.0734
H 0.06246 -1.82178 2.17528 -0.1 0.1 0.2 0.0197
H -0.83086 -0.59279 2.21564 0.7 0.0 0.6 -0.0118
H -6.62652 0.17663 0.57038 0.1 0.1 0.0 0.0249
H -5.17806 0.40625 0.96948 -0.1 0.1 -0.2 0.0126
H 2.82651 -1.99986 2.08838 0.0 0.1 0.1 0.0449
H 3.42898 -2.79929 0.94471 0.3 0.3 0.1 0.0145
H 3.49688 -0.00586 -0.05974 0.5 -0.4 0.0 0.0418
H 3.96850 -0.53539 -1.40406 0.2 0.0 0.2 0.0682
H -0.70373 3.20818 -1.91588 0.0 0.0 0.1 0.0260
H -0.74557 4.46134 -1.05687 0.1 -0.1 0.1 0.0341
H -3.11262 -2.89739 -0.64696 -0.1 -0.3 -0.1 0.0359
H -4.43421 -2.19802 -0.37433 0.1 0.2 -0.2 0.0349
H 2.83575 -3.93920 -0.29021 -0.1 -0.2 -0.3 0.0018
H 1.91032 -4.63276 -1.27642 0.1 0.0 -0.1 0.0408
H -3.98883 0.09063 -1.93032 0.0 -0.2 0.1 0.0567
H -5.45726 -0.30123 -1.91711 0.0 0.1 0.0 0.0574
O -0.33688 0.26641 0.79923 -0.4 0.6 -1.2 -0.0400
O 2.05660 3.84694 0.93582 0.2 0.0 0.2 -0.0627
O 3.45700 1.47561 -1.29795 -5.2 9.3 -4.3 -0.1251
O -0.25201 -1.13001 2.76820 -0.1 -1.2 1.1 -0.0748
O -6.05756 0.79333 1.04467 -0.1 -0.2 0.2 -0.0663
O 3.37550 -1.90563 1.30179 -0.4 -0.2 0.1 -0.0326
O 4.20910 0.08108 -0.70331 5.4 -10.4 4.7 -0.1115
O -0.43391 3.54928 -1.05574 -0.2 0.0 -0.3 -0.0614
O -3.75897 -2.30893 -1.05310 0.8 -1.3 0.5 -0.0824
O 2.69407 -4.07336 -1.23410 -0.1 0.0 0.2 -0.0453
O -4.68703 -0.22070 -1.34332 -0.8 1.3 -0.4 -0.0725
```
Positions in Å, forces in eV/Å.


# H22O11

A 11-piece molecular cluster, H22O11 overall at a distorted geometry (the ωB97M-V functional and the def2-TZVPD basis, OMol25).

E_tot: -840.7734 hartree
frontier orbital gap: 10.60 eV
HOMO level: -11.078 eV
SMILES: O.O.O.O.O.O.O.O.O.O.O
net charge: 0

```
33
Properties=species:S:1:pos:R:3:forces:R:3:lowdin_charge:R:1
O -1.42827 -1.15416 -2.95259 -0.8 0.0 1.4 -0.0413
H -0.64521 -0.67955 -2.68448 0.2 -0.1 0.0 -0.0240
H -1.39500 -1.11461 -3.88884 0.1 0.0 -1.4 0.0135
O -1.79039 0.21263 2.55199 -1.6 -1.4 -0.4 -0.0317
H -1.75375 0.73283 3.34458 0.8 0.6 0.1 0.0345
H -1.18759 0.45060 1.86057 0.5 0.7 0.3 0.0051
O 1.18118 5.17442 -0.32410 0.8 1.0 -0.8 -0.0378
H 1.42998 4.26694 -0.46961 -0.4 -0.3 0.4 0.0080
H 0.46904 5.30208 0.29255 -0.3 -0.6 0.4 0.0287
O -2.97433 -3.25348 2.31982 0.1 0.2 -0.2 -0.0621
H -3.17096 -2.31595 2.20930 -0.1 0.1 0.2 0.0215
H -2.30810 -3.39147 1.63782 0.0 -0.2 0.0 0.0245
O 1.17964 -2.37726 -3.09408 1.0 0.4 0.1 -0.0465
H 1.55582 -2.26899 -3.97165 -0.5 -0.2 -0.6 0.0513
H 1.92156 -1.99360 -2.60832 -0.2 -0.2 0.6 0.0424
O 0.29667 -2.00411 -0.23748 0.1 -0.1 0.5 -0.0481
H 0.31229 -2.57178 -1.01278 -0.2 0.2 -0.3 0.0191
H 0.18319 -1.10075 -0.54253 0.1 -0.1 -0.3 -0.0005
O -1.94636 3.77751 2.58036 1.2 1.1 -0.4 -0.0534
H -2.18171 3.13997 1.90887 -0.7 -0.4 0.6 0.0214
H -2.39072 3.73218 3.42380 -0.5 -0.7 -0.2 0.0322
O 1.06181 0.32321 2.66065 0.6 -0.3 -1.2 -0.0734
H 1.92802 -0.10299 2.57089 0.3 0.2 0.9 0.0437
H 0.77237 -0.03448 1.80537 -0.6 0.2 0.2 0.0040
O 1.35547 -2.34405 2.54029 1.1 -0.3 0.1 -0.0522
H 1.29430 -3.28295 2.36290 -0.1 -0.1 -0.1 0.0430
H 0.47096 -2.05033 2.69834 -0.9 0.3 0.2 0.0131
O 0.67613 0.45124 -4.26779 0.5 -0.6 -0.4 -0.0471
H 0.81771 0.40507 -3.31892 0.0 0.4 0.1 -0.0039
H 0.09593 1.18209 -4.46577 -0.2 0.4 0.2 0.0476
O 1.76380 0.74174 -0.98131 -0.7 -0.4 -0.2 -0.0269
H 1.76411 1.64823 -0.66971 0.4 0.1 0.0 0.0400
H 2.64242 0.49976 -1.27818 0.3 0.3 0.2 0.0552
```
Positions in Å, forces in eV/Å.


Number 1 is which compound? H22O11